C14H5Cl2F6O2S | the ωB97M-V functional and the def2-TZVPD basis

XYZ file:
```
30
Properties=species:S:1:pos:R:3
Cl 1.691 2.845 -2.371
H -0.054 0.317 2.532
C -2.193 1.993 -0.142
C 1.536 -0.380 -0.397
C 0.320 2.394 -1.488
H 0.438 3.889 -0.028
O -1.153 2.828 1.859
Cl -3.659 1.771 0.708
F 3.028 -2.162 -1.992
C 0.302 -0.269 1.689
C 0.252 2.799 -0.079
C -0.807 -2.304 2.636
H -2.939 1.325 -1.986
O -0.813 1.744 -3.464
C 1.749 -2.522 -1.665
F 1.759 -3.867 -1.424
S 1.579 2.028 0.880
C 1.238 -1.731 -0.488
F 0.977 -2.323 -2.783
H 2.113 0.124 -1.167
F -2.147 -2.050 2.472
F -0.659 -3.663 2.618
C -1.073 2.543 0.678
H 0.290 -3.427 0.434
C 0.483 -2.364 0.493
F -0.468 -1.878 3.890
C 0.020 -1.622 1.574
C 1.083 0.348 0.704
C -2.066 1.686 -1.453
C -0.829 1.930 -2.240
```

Values from the calculation:
molecular weight	422.15	u
net charge	-1
E_tot	-2604.84836	Ha
SMILES	O=C1C(Cl)=CC([O-])=C(Cl)[C@@H]1Sc1cc(C(F)(F)F)cc(C(F)(F)F)c1
highest occupied orbital energy	-3.52	eV

Here are the Löwdin charges for atoms 1 to 4, given in e: 0.661 0.127 -0.616 -0.003